A molecular structure, C16H14BClO2Y. Source: the OMol25 dataset; level of theory: ωB97M-V/def2-TZVPD.

Output
Orbital gap   7.4 eV
Net charge   -1
M   373.5 g mol⁻¹
E_LUMO   0.115 hartree

The geometry in XYZ format:
```
35
Properties=species:S:1:pos:R:3:forces:R:3
C -2.466678 -0.972262 -0.146591 -0.6 0.6 -0.6
C -1.842277 -1.162650 -1.423839 -0.8 0.7 0.0
C -1.540842 0.133218 -1.957047 -0.9 -0.1 0.4
H -1.723955 -2.117521 -1.938475 0.1 0.4 0.2
C -1.955068 1.114282 -1.004939 -0.3 -0.7 -0.3
C -2.506690 0.432559 0.121118 -0.7 -0.5 -0.6
H -2.970732 0.899430 0.989068 0.3 -0.2 -0.2
H -2.920317 -1.751336 0.466028 0.5 0.3 -0.1
H -1.113286 0.336653 -2.937199 0.0 -0.1 0.4
H -1.922890 2.195385 -1.137091 0.2 -0.4 0.1
Y -0.062989 -0.278199 0.119333 1.9 1.4 0.6
Cl 0.189685 -2.241158 1.592894 0.1 -1.0 0.5
C 2.598378 0.138876 0.213132 -0.1 -0.2 -0.7
C 2.092081 1.355970 -0.333545 0.2 -0.6 -0.5
C 1.568121 1.070131 -1.629637 0.3 -0.3 0.4
H 2.159709 2.337862 0.132106 -0.1 -0.3 -0.1
C 1.718304 -0.330196 -1.873799 0.4 0.2 0.5
C 2.366710 -0.910568 -0.735415 0.2 1.0 -0.1
H 2.675928 -1.947322 -0.627279 -0.2 0.3 0.0
H 3.101311 0.033264 1.174157 -0.3 0.0 -0.3
H 1.197759 1.806505 -2.343123 -0.1 -0.3 0.3
H 1.464215 -0.848599 -2.797975 0.0 0.1 0.3
O -1.087768 0.711395 3.402069 0.3 0.2 0.2
B -0.100680 1.107240 2.445110 -0.2 -0.4 -1.1
O 0.929927 1.796557 3.148618 -0.1 0.0 0.2
C 0.604441 1.747542 4.469242 -0.2 -0.1 0.1
C 1.289413 2.249089 5.551700 0.0 0.1 0.1
C 0.716223 2.054869 6.818502 0.1 0.0 0.0
C -0.478313 1.357993 6.968495 -0.1 -0.1 0.0
C -1.163122 0.842560 5.857309 -0.1 0.0 0.2
C -0.609319 1.069824 4.620885 0.1 0.2 0.0
H 2.233039 2.775895 5.414853 -0.2 -0.1 0.1
H 1.223882 2.461995 7.692175 -0.1 -0.1 -0.1
H -0.902008 1.202152 7.960157 0.2 0.1 -0.2
H -2.092693 0.281663 5.950802 0.2 0.2 0.0
```
Forces are in eV/Å.

A molecular structure, C16H14BF5HgN6. Source: the OMol25 dataset; level of theory: ωB97M-V/def2-TZVPD.

Output
Orbital gap (alpha / beta)   5.9 / 5.7 eV
ΔE to the lowest compared entry with this formula, charge and spin   127.3 kcal/mol
M   596.7 g mol⁻¹
E_LUMO (alpha / beta)   -0.095 / -0.102 hartree

The geometry in XYZ format:
```
43
Properties=species:S:1:pos:R:3:forces:R:3
H 2.732735 -0.442780 -1.231608 -0.3 -0.1 -0.2
N 0.634360 -0.689879 -1.299175 0.4 -0.3 -0.5
B -1.742062 -1.396969 -1.841960 1.5 -0.1 1.3
N -0.197248 -1.435803 -2.090749 0.6 0.6 0.1
C 0.525484 -2.113668 -3.004307 0.1 0.0 0.0
Hg -0.029887 1.443315 0.321027 1.2 -2.7 0.1
H 0.012720 -2.745896 -3.732897 0.4 0.2 0.3
C 1.868516 -1.826090 -2.797805 -0.2 0.0 0.1
H 2.718735 -2.204216 -3.337782 0.0 0.0 -0.1
C 1.882081 -0.923473 -1.712700 -0.8 -0.4 -0.4
H -2.337387 -2.097453 -2.606418 -0.1 0.2 -0.1
C -1.333620 1.769182 2.098140 -0.5 1.0 1.9
H -0.476542 2.180324 2.703862 -1.1 -0.2 -0.5
H -1.967710 1.111365 2.742610 0.8 0.1 -1.0
H -1.991808 2.565045 1.645699 0.8 -0.7 0.2
N -2.148826 0.092486 -1.900455 0.5 1.6 0.7
N -1.917039 -1.845234 -0.360892 0.1 0.2 0.6
N -1.519644 1.103823 -1.138694 -2.6 0.8 -1.8
N -1.282402 -1.143362 0.631825 -0.8 -0.5 0.2
C -3.075775 0.669528 -2.690408 1.0 -0.1 0.9
C -2.570785 -2.908845 0.153491 0.4 0.0 0.6
H -3.629486 0.087329 -3.391471 -0.2 -0.3 -0.2
H -3.094904 -3.595519 -0.506946 0.1 0.2 0.3
C -3.089245 2.022031 -2.458839 -0.2 0.9 -0.1
C -2.357774 -2.920113 1.536615 0.3 0.7 -0.9
C -2.113105 2.259286 -1.498219 -0.2 -1.0 -0.4
C -1.554756 -1.774322 1.774401 -0.4 -0.5 -0.6
H -3.694927 2.768008 -2.944961 0.0 -0.1 0.0
H -2.687698 -3.637618 2.251770 -0.2 -0.3 0.2
H -1.792149 3.200608 -1.073234 -0.1 -0.1 0.0
H -1.185850 -1.397599 2.727216 0.0 -0.1 -0.4
H 0.791579 2.455710 -0.714813 0.5 0.1 -0.5
F 0.995052 -0.377716 3.105979 0.7 1.0 -0.6
C 1.999641 0.343246 2.523930 0.1 -0.1 1.2
C 1.863186 0.997695 1.315875 -0.7 0.3 -0.5
C 3.016860 1.518181 0.768646 1.0 0.8 -0.6
F 3.136315 2.010806 -0.504196 -0.7 -0.2 1.1
C 4.196085 1.645838 1.499940 0.3 0.3 -0.3
F 5.215281 2.341416 0.979982 -0.1 -0.3 0.0
C 4.302618 1.135173 2.777314 0.0 0.0 -0.1
F 5.434876 1.297691 3.492964 -1.0 -0.2 -0.4
C 3.192525 0.457980 3.264822 -0.1 -0.1 0.5
F 3.271980 0.000488 4.522419 -0.2 -0.3 -0.3
```
Forces are in eV/Å.

A molecular structure, C16H14Cl2N5O5Ta. Source: the OMol25 dataset; level of theory: ωB97M-V/def2-TZVPD.

Output
Orbital gap   6.5 eV
ΔE to the lowest compared entry with this formula, charge and spin   158.8 kcal/mol
M   608.2 g mol⁻¹
E_LUMO   -0.059 hartree

The geometry in XYZ format:
```
43
Properties=species:S:1:pos:R:3:forces:R:3
Ta 0.396652 0.110890 0.629092 -0.1 -1.7 -3.0
N -2.063844 -1.357045 -1.534019 0.0 0.0 0.0
C -1.965713 -2.181326 -0.332805 0.0 0.0 0.1
C -0.556159 -2.739122 -0.195020 0.0 0.0 0.1
O -0.340138 -3.940300 -0.223257 0.0 0.0 -0.1
N 0.434746 -1.806432 -0.094174 -0.2 -0.1 -0.6
C 1.789634 -2.320315 -0.300262 -0.2 -0.1 0.1
C 2.754292 -1.173113 -0.534483 0.0 0.1 0.1
O 3.877458 -1.321227 -0.929325 0.0 0.0 0.0
O 2.233646 0.026450 -0.221667 0.3 -0.1 0.4
H -2.269051 -1.921805 -2.346878 0.0 0.0 0.0
H -2.774180 -0.645622 -1.439836 0.0 0.0 0.0
H -2.186366 -1.561765 0.540130 0.0 0.0 0.0
H -2.644768 -3.036672 -0.316790 0.0 0.0 0.0
H 2.149157 -2.890909 0.563368 0.0 0.0 0.0
H 1.791682 -3.013235 -1.141614 0.1 0.0 0.0
O 0.043047 -0.388062 2.226683 0.8 -0.5 1.2
N 0.237294 0.777374 4.028277 0.0 3.3 1.0
N 0.202611 1.868350 3.816291 -0.3 -2.9 1.7
O 1.223250 2.430513 0.193121 1.0 -0.6 0.3
C 1.555569 4.271100 2.119145 0.4 -0.2 -0.1
C 2.271495 4.876924 1.112596 0.0 0.0 0.0
C 2.999231 6.006101 1.464550 0.0 0.0 0.0
C 2.985082 6.464560 2.773238 0.0 0.0 0.0
C 2.250429 5.806744 3.751417 -0.1 0.0 0.0
C 1.514808 4.672799 3.440130 0.0 -0.1 -0.1
H 2.266136 4.475579 0.108424 0.0 0.0 0.0
H 3.581433 6.517269 0.710706 0.0 0.0 0.0
H 3.559566 7.341672 3.038314 0.0 0.0 0.0
H 2.249555 6.170638 4.769592 0.0 0.0 0.0
H 0.952115 4.132572 4.183844 0.0 0.0 0.0
Cl -4.007704 1.679051 -0.773730 0.0 0.0 0.0
C -2.964384 2.783588 0.046803 0.1 0.1 0.0
C -3.392144 4.055772 0.317626 0.0 -0.1 0.0
C -2.599063 4.986357 1.006768 0.0 0.1 0.0
C -1.341423 4.624360 1.435931 0.0 0.0 0.0
C -0.941199 3.339889 1.126644 -0.2 -0.1 0.4
Cl 0.755306 2.731292 1.610342 -1.8 1.7 -1.8
C -1.677870 2.290821 0.457531 0.5 0.2 0.7
N -1.210197 1.083714 0.344462 -0.3 0.9 -0.4
H -4.383408 4.339728 -0.010071 0.0 0.0 0.0
H -2.968942 5.981697 1.202710 0.0 0.0 0.0
H -0.710339 5.324242 1.964095 0.0 0.0 0.0
```
Forces are in eV/Å.

A molecular structure, C16H14Cl4O9OsP2. Source: the OMol25 dataset; level of theory: ωB97M-V/def2-TZVPD.

Output
Orbital gap (alpha / beta)   6.1 / 6.1 eV
Net charge   -2
M   744.3 g mol⁻¹
E_LUMO (alpha / beta)   0.158 / 0.158 hartree

The geometry in XYZ format:
```
46
Properties=species:S:1:pos:R:3:forces:R:3
Os 0.730731 1.240181 1.147627 2.1 -3.8 -3.2
O -2.684538 1.278145 1.583344 0.1 0.3 0.5
P -1.588963 2.031186 2.492726 -1.6 -0.7 0.6
O -2.209808 2.647635 3.666441 -0.1 0.1 0.0
O -0.455989 1.023017 2.769973 -0.1 0.6 0.3
O -1.036099 3.064019 1.364374 0.9 -0.4 0.4
P 0.267493 4.075841 1.560901 0.1 1.7 -0.9
O 0.622443 4.254657 -0.012484 -0.3 0.3 0.8
O -0.115354 5.367999 2.137115 -0.1 0.0 0.1
O 1.358953 3.244199 2.192598 0.1 -1.5 0.0
H -2.301221 0.986012 0.745849 0.2 -0.1 -0.4
H 1.092770 3.464066 -0.306053 0.4 -0.3 -0.4
Cl -0.847921 0.364890 -5.763045 -0.2 -0.1 -0.4
C -0.111031 0.807627 -4.270102 0.4 0.3 -0.1
C 1.176783 1.311616 -4.262486 -0.4 -0.3 -0.1
Cl 2.018080 1.556791 -5.747808 0.2 0.0 -0.3
C 1.786666 1.604604 -3.042885 -0.1 0.0 0.3
Cl 3.412542 2.177923 -3.018094 0.3 0.1 0.1
C 1.130079 1.432866 -1.827433 -0.7 -0.3 -0.3
O 1.720560 1.661800 -0.685156 0.0 0.8 0.8
C -0.244785 0.958274 -1.828277 0.9 0.2 -0.8
O -0.849300 0.801504 -0.715738 0.4 -0.3 2.0
C -0.807879 0.650806 -3.077109 0.0 0.0 0.5
Cl -2.427188 0.050643 -3.110388 -0.3 -0.1 0.2
C 1.735288 -1.873772 -0.791936 -0.2 0.2 0.3
C 1.287812 -1.856072 0.680016 0.3 -0.3 -0.7
C 1.947968 -3.053321 1.387821 -0.1 0.2 -0.1
C 1.680598 -0.549241 1.322399 -2.9 3.7 1.0
C -0.227192 -1.975744 0.839826 -0.2 -0.1 -0.1
C -1.102287 -2.124458 -0.232308 0.2 -0.1 0.1
C -2.471902 -2.168909 -0.029925 -0.2 -0.1 -0.1
C -2.995389 -2.082638 1.245039 -0.1 -0.1 0.1
C -2.138571 -1.952261 2.326849 0.0 -0.1 0.0
C -0.773691 -1.895962 2.123232 0.0 -0.1 -0.1
H 2.820408 -1.783297 -0.833426 0.1 0.0 0.0
H 1.305565 -1.025763 -1.318310 0.0 0.0 -0.2
H 1.440507 -2.799974 -1.285993 0.0 -0.1 0.0
H 3.030419 -2.979854 1.314297 0.2 0.0 0.0
H 1.621634 -3.985877 0.927609 0.0 -0.1 0.0
H 1.678318 -3.075075 2.438974 0.0 0.0 0.2
H 2.113384 -0.689415 2.317069 0.5 0.0 0.0
H -0.729506 -2.192495 -1.241586 0.1 0.1 -0.1
H -3.134429 -2.256820 -0.882205 0.0 0.0 0.0
H -4.065235 -2.109452 1.399268 -0.1 0.1 0.0
H -2.539065 -1.866899 3.327462 0.0 0.1 0.1
H -0.121654 -1.759001 2.971936 0.1 0.1 0.1
```
Forces are in eV/Å.

2 unconnected molecules or ions with the total composition C16H14F3N5O6S. Source: the OMol25 dataset; level of theory: ωB97M-V/def2-TZVPD.

Output
Orbital gap   6.2 eV
ΔE to the lowest compared entry with this formula, charge and spin   0.9 kcal/mol
M   461.4 g mol⁻¹
E_LUMO   -0.087 hartree

The geometry in XYZ format:
```
45
Properties=species:S:1:pos:R:3:forces:R:3
O -2.288228 1.025195 -3.481569 0.9 0.0 -0.3
S -0.863603 0.916019 -3.672362 0.0 -0.3 0.7
O -0.181885 -0.359290 -3.681579 -0.4 1.0 -0.3
C -0.454969 1.767959 -5.309032 0.1 0.2 -0.3
F -1.023935 1.086464 -6.311907 0.4 0.5 0.7
F -0.924139 3.036492 -5.300845 0.4 -1.0 0.0
F 0.885922 1.796134 -5.486366 -1.1 0.0 0.1
C -0.025619 2.005293 -2.532574 1.6 -0.4 -0.3
C 1.312312 1.742523 -2.206278 -0.8 -0.1 -1.1
C 1.998446 2.736511 -1.509966 1.2 0.0 0.8
N 3.316782 2.742687 -1.065899 -0.8 0.3 0.1
O 4.258052 1.984306 -1.201068 -1.0 0.9 0.2
O 3.453643 3.944049 -0.305918 -0.4 -1.1 -0.9
N 2.271757 4.653670 -0.281655 -1.1 -1.4 -1.3
C 1.401471 3.913629 -1.025801 0.5 1.8 1.6
C 0.002817 4.134258 -1.320792 -0.3 -1.5 -0.9
N -0.742354 5.300724 -0.897187 -1.8 2.1 0.6
O -0.246689 6.135065 -0.114696 -0.3 -2.0 -1.5
O -1.904823 5.417601 -1.357132 2.2 -0.3 0.8
C -0.676918 3.166981 -2.085178 0.6 1.4 0.9
H 1.860823 0.877839 -2.572135 -0.3 0.0 0.1
H -1.723791 3.320112 -2.342582 0.3 0.1 0.1
C -1.683996 -4.304757 4.171951 -0.2 0.3 -0.1
C -0.239872 -4.816065 4.075385 0.3 0.1 0.0
C 0.472896 -3.937276 3.030793 0.2 -0.1 -0.5
N -0.440781 -2.843640 2.749025 0.1 -0.1 1.1
C -0.179639 -1.893377 1.760220 0.1 0.6 -0.9
C -0.094699 -2.254333 0.399485 0.0 0.6 0.2
C 0.133017 -1.255330 -0.555857 0.1 -0.5 0.4
N 0.336976 0.029649 -0.252341 -0.1 -0.2 0.4
C 0.266234 0.377876 1.037579 -0.2 -0.5 0.3
C -0.005726 -0.525103 2.072525 0.0 -0.4 -0.4
C -1.790317 -3.095673 3.223540 -0.4 0.1 -0.4
H -2.396034 -5.075627 3.864353 0.1 0.1 0.2
H -1.924915 -3.993152 5.191972 0.0 -0.2 -0.1
H 0.269001 -4.717998 5.038842 -0.1 -0.1 -0.1
H -0.204352 -5.864325 3.767646 0.0 0.1 0.2
H 1.432201 -3.550295 3.412189 -0.2 -0.1 -0.1
H 0.698438 -4.516522 2.117599 0.0 0.0 0.2
H -0.233338 -3.291689 0.089693 0.0 0.3 0.1
H 0.157027 -1.519358 -1.613133 0.0 0.1 0.2
H 0.437136 1.431402 1.269121 0.0 -0.2 -0.1
H -0.048506 -0.190345 3.109457 0.0 -0.1 -0.3
H -2.465053 -3.333942 2.379784 0.1 0.1 0.2
H -2.200771 -2.204340 3.722693 0.1 -0.2 -0.1
```
Forces are in eV/Å.

Which of these has the highest M? C16H14Cl4O9OsP2

What did the third record say?
A molecular structure, C16H14Cl2N5O5Ta. Source: the OMol25 dataset; level of theory: ωB97M-V/def2-TZVPD.

Output
Orbital gap   6.5 eV
ΔE to the lowest compared entry with this formula, charge and spin   158.8 kcal/mol
M   608.2 g mol⁻¹
E_LUMO   -0.059 hartree

The geometry in XYZ format:
```
43
Properties=species:S:1:pos:R:3:forces:R:3
Ta 0.396652 0.110890 0.629092 -0.1 -1.7 -3.0
N -2.063844 -1.357045 -1.534019 0.0 0.0 0.0
C -1.965713 -2.181326 -0.332805 0.0 0.0 0.1
C -0.556159 -2.739122 -0.195020 0.0 0.0 0.1
O -0.340138 -3.940300 -0.223257 0.0 0.0 -0.1
N 0.434746 -1.806432 -0.094174 -0.2 -0.1 -0.6
C 1.789634 -2.320315 -0.300262 -0.2 -0.1 0.1
C 2.754292 -1.173113 -0.534483 0.0 0.1 0.1
O 3.877458 -1.321227 -0.929325 0.0 0.0 0.0
O 2.233646 0.026450 -0.221667 0.3 -0.1 0.4
H -2.269051 -1.921805 -2.346878 0.0 0.0 0.0
H -2.774180 -0.645622 -1.439836 0.0 0.0 0.0
H -2.186366 -1.561765 0.540130 0.0 0.0 0.0
H -2.644768 -3.036672 -0.316790 0.0 0.0 0.0
H 2.149157 -2.890909 0.563368 0.0 0.0 0.0
H 1.791682 -3.013235 -1.141614 0.1 0.0 0.0
O 0.043047 -0.388062 2.226683 0.8 -0.5 1.2
N 0.237294 0.777374 4.028277 0.0 3.3 1.0
N 0.202611 1.868350 3.816291 -0.3 -2.9 1.7
O 1.223250 2.430513 0.193121 1.0 -0.6 0.3
C 1.555569 4.271100 2.119145 0.4 -0.2 -0.1
C 2.271495 4.876924 1.112596 0.0 0.0 0.0
C 2.999231 6.006101 1.464550 0.0 0.0 0.0
C 2.985082 6.464560 2.773238 0.0 0.0 0.0
C 2.250429 5.806744 3.751417 -0.1 0.0 0.0
C 1.514808 4.672799 3.440130 0.0 -0.1 -0.1
H 2.266136 4.475579 0.108424 0.0 0.0 0.0
H 3.581433 6.517269 0.710706 0.0 0.0 0.0
H 3.559566 7.341672 3.038314 0.0 0.0 0.0
H 2.249555 6.170638 4.769592 0.0 0.0 0.0
H 0.952115 4.132572 4.183844 0.0 0.0 0.0
Cl -4.007704 1.679051 -0.773730 0.0 0.0 0.0
C -2.964384 2.783588 0.046803 0.1 0.1 0.0
C -3.392144 4.055772 0.317626 0.0 -0.1 0.0
C -2.599063 4.986357 1.006768 0.0 0.1 0.0
C -1.341423 4.624360 1.435931 0.0 0.0 0.0
C -0.941199 3.339889 1.126644 -0.2 -0.1 0.4
Cl 0.755306 2.731292 1.610342 -1.8 1.7 -1.8
C -1.677870 2.290821 0.457531 0.5 0.2 0.7
N -1.210197 1.083714 0.344462 -0.3 0.9 -0.4
H -4.383408 4.339728 -0.010071 0.0 0.0 0.0
H -2.968942 5.981697 1.202710 0.0 0.0 0.0
H -0.710339 5.324242 1.964095 0.0 0.0 0.0
```
Forces are in eV/Å.

The highest M belongs to which entry? C16H14Cl4O9OsP2

Which formula does entry 4 have? C16H14Cl4O9OsP2